<A>
An isolated molecule of Br2HOP, computed with ωB97M-V with the def2-TZVPD basis set.

Net charge ... 0

Positions of all 5 atoms, in Å:
O 0.52 -0.38 0.61
P 4.66 1.18 0.31
Br 2.32 0.59 -0.19
Br 5.69 -0.64 0.02
H 0.85 -1.38 0.71

---

<B>
An isolated molecule of Br2HOP, computed with ωB97M-V with the def2-TZVPD basis set.

Structure (SMILES) ... OP(Br)Br
Net charge ... 0

Positions of all 5 atoms, in Å:
O -0.39 -1.19 0.00
P -0.58 0.44 0.07
Br 1.23 1.32 -1.22
Br -0.13 0.75 2.17
H -0.13 -1.31 -1.02

---

Last place for stability: <A>